w.
ORCA calculation (ωB97M-V/def2-TZVPD) on an isolated ion of composition C4H11N2O2 and charge +1.

Structure (ORCA input):
```
! wB97M-V def2-TZVPD RIJCOSX def2/J DEFGRID3
* xyz 1 1
O -0.9519 0.6166 0.6623
O 2.4239 1.4074 -0.2871
N -1.1328 -0.8661 -1.1670
N 1.8575 -0.8367 0.5787
C 0.4576 -1.2220 0.8020
C -2.0121 1.5577 0.3964
C 1.6612 0.3210 -0.6886
C -0.5144 -0.3900 -0.0514
H -0.7625 -1.6480 -1.5395
H 0.3159 -2.2867 0.8089
H 0.0407 -0.9239 1.7260
H 2.2980 -1.7062 0.3488
H -2.0965 -0.7172 -1.4803
H -2.0637 1.6353 -0.7090
H 3.3644 1.2575 -0.4867
H -2.9705 1.0588 0.6275
H -1.7737 2.4454 0.9800
H 2.4829 -0.6061 1.3768
H 2.0578 -0.1944 -1.5312
*
```

Values from the calculation:
**M**: 119.14 u
**Highest occupied orbital energy**: -11.846 eV
**HOMO-LUMO gap**: 8.70 eV

=====

x.
ORCA calculation (ωB97M-V/def2-TZVPD) on an isolated ion of composition C4H11N2O2 and charge +1.

Structure (ORCA input):
```
! wB97M-V def2-TZVPD RIJCOSX def2/J DEFGRID3
* xyz 1 1
O 0.6177 0.1098 2.6973
O -1.0254 -0.8204 1.4838
N 0.4105 1.5265 -0.0929
N -0.2930 0.3167 -2.8878
C -0.7983 -0.4186 -1.6596
C 0.7679 0.1603 0.2811
C 0.1776 -0.1865 1.6366
C 0.4153 -0.8327 -0.8348
H 1.3132 -0.8853 -1.4491
H -1.3750 -1.2698 -2.0012
H -1.0236 0.8362 -3.3761
H 1.8463 0.1572 0.4279
H 0.4302 0.9899 -2.6104
H -0.5604 1.7503 0.0940
H -1.3482 0.3501 -1.1420
H 0.9501 2.2195 0.4102
H 0.2664 -1.8108 -0.3858
H -1.3401 -1.0566 2.3735
H 0.1205 -0.3265 -3.5643
*
```

Values from the calculation:
**M**: 119.14 u
**Highest occupied orbital energy**: -13.599 eV
**SMILES**: N[C@H](CC[NH3+])C(=O)O
**HOMO-LUMO gap**: 10.05 eV

=====

Least stable: w

=====

w.
ORCA calculation (ωB97M-V/def2-TZVPD) on a 4-piece molecular cluster, C6H20NO4 overall.

Structure (ORCA input):
```
! wB97M-V def2-TZVPD RIJCOSX def2/J DEFGRID3
* xyz 1 1
O -0.5090 2.5830 -1.9835
O -1.9373 3.3181 1.0291
O 1.9633 -2.9313 -0.9770
O 1.4680 -1.7321 3.2972
N -0.8539 1.1653 1.9894
C 0.0397 -0.6253 0.4867
C -0.2981 -1.4278 -1.8246
C -0.8295 -0.3228 1.7205
C -0.5895 -0.2425 -0.8738
C 2.1306 -1.9236 -1.6016
C 1.0870 -1.1787 -2.4475
H 0.2586 -1.7257 0.5825
H 0.9826 -0.1127 0.6433
H -0.1384 0.6700 -1.2449
H 1.9524 -1.3401 4.0455
H -0.6485 2.1733 -2.8492
H 1.4729 -0.1727 -2.5200
H -0.3137 1.7796 1.3159
H 0.3290 3.0300 -2.1714
H -2.8089 2.9955 0.7698
H -1.8639 -0.6482 1.6612
H -0.3094 -0.8406 2.5698
H -0.5678 1.4880 2.9062
H 3.1638 -1.6057 -1.9161
H -1.6736 4.0435 0.4537
H 1.1064 -1.5825 -3.4464
H -1.7651 1.5574 1.7111
H -0.2823 -2.3140 -1.2063
H -1.6888 -0.2034 -0.7074
H -1.0693 -1.4955 -2.6066
H 2.1927 -2.3787 3.1941
*
```

Values from the calculation:
**M**: 170.23 u
**Highest occupied orbital energy**: -12.354 eV
**HOMO-LUMO gap**: 9.38 eV

=====

x.
ORCA calculation (ωB97M-V/def2-TZVPD) on a 5-piece molecular cluster, C6H20NO4 overall.

Structure (ORCA input):
```
! wB97M-V def2-TZVPD RIJCOSX def2/J DEFGRID3
* xyz 1 1
O 1.7634 -2.6500 1.0816
O 1.6231 -2.0145 -1.7446
O 3.1329 -0.8297 0.3676
O -2.4365 -0.7499 1.5927
N -0.3356 -0.7232 -0.8695
C -0.4190 2.0775 1.7015
C -0.8423 1.5641 -2.1072
C -1.0701 1.9198 2.8211
C -1.0912 0.0254 -2.0634
C -0.9787 1.6979 0.3701
C -0.3495 2.0563 -0.7901
H -1.0023 -0.6382 -0.1177
H 0.4156 -0.0494 -0.5328
H 0.6908 2.3418 1.6245
H 0.3513 2.8649 -0.7460
H -1.8767 1.3472 0.3256
H -3.3454 -0.8092 1.3111
H -2.2906 -1.0520 2.4029
H 4.0554 -0.8502 0.7320
H -0.0045 1.6527 -2.8207
H 1.4102 -2.5505 -2.4408
H 2.0611 -2.5166 -0.8812
H 2.0558 -1.9940 1.7915
H -2.2204 -0.2700 -1.8701
H -0.4608 -0.4165 -2.9341
H -2.1071 1.7466 2.7213
H 2.2747 -3.4323 1.1956
H 0.2038 -1.6191 -1.0281
H -0.6643 2.0453 3.7854
H -1.7660 2.1622 -2.4258
H 3.2228 -0.3365 -0.4524
*
```

Values from the calculation:
**M**: 170.23 u
**Highest occupied orbital energy**: -11.854 eV
**HOMO-LUMO gap**: 9.13 eV

=====

y.
ORCA calculation (ωB97M-V/def2-TZVPD) on a 4-piece molecular cluster, C6H20NO4 overall.

Structure (ORCA input):
```
! wB97M-V def2-TZVPD RIJCOSX def2/J DEFGRID3
* xyz 1 1
O 0.2998 1.5377 -2.5634
O 2.3095 0.2900 -1.6448
O -2.2472 0.6208 -1.7193
O -0.4960 2.9718 0.2977
N -1.4072 0.4633 0.7950
C -1.5036 -1.0058 0.9584
C -0.7780 -1.4836 2.2108
C 0.6831 -0.9577 2.2498
C 2.1070 -1.0953 -1.4300
C 1.4504 -1.3959 -0.1043
C 1.2848 -0.5640 0.9096
H 1.1233 -2.4347 -0.0241
H 1.4977 -1.4445 -2.2628
H -1.2200 -1.1417 3.1400
H -0.4295 0.7319 0.8711
H 1.2807 -1.6737 2.8231
H 0.7309 -0.0718 2.8771
H -0.9199 -1.4205 0.1524
H -3.0821 0.5330 -2.1988
H -0.7049 3.9114 0.2263
H -0.4191 2.7226 -0.6334
H -2.5116 -1.3708 0.8427
H 1.0980 1.2306 -2.1022
H -0.9117 -2.5656 2.1997
H -1.7967 0.7486 -0.1307
H 1.6885 0.4399 0.9040
H 3.0452 -1.6361 -1.4194
H 0.5140 1.3086 -3.4781
H -1.8870 0.9805 1.5321
H 2.8222 0.7168 -0.9540
H -1.6207 1.0541 -2.3247
*
```

Values from the calculation:
**M**: 170.23 u
**Highest occupied orbital energy**: -13.316 eV
**HOMO-LUMO gap**: 10.78 eV

=====

Least stable: x

=====

w.
ORCA calculation (ωB97M-V/def2-TZVPD) on one molecule with the formula C2H4N4S.

Structure (ORCA input):
```
! wB97M-V def2-TZVPD RIJCOSX def2/J DEFGRID3
* xyz 0 1
S 2.2345 0.3880 -0.9800
N -1.8346 0.9380 0.8339
N -0.8944 0.5650 1.7208
N -0.1033 -0.3002 1.1305
N -1.5606 0.3918 -0.3646
C -0.5010 -0.3491 -0.1956
C 0.4821 -0.5223 -1.3673
H 2.5306 -0.3098 0.1396
H 0.8530 -1.4723 -1.4049
H -1.2719 0.8229 2.7297
H 0.0656 -0.1520 -2.2421
*
```

Values from the calculation:
**M**: 116.15 u
**Highest occupied orbital energy**: -9.383 eV
**SMILES**: SCc1nn[nH]n1
**HOMO-LUMO gap**: 9.80 eV

=====

x.
ORCA calculation (ωB97M-V/def2-TZVPD) on C2H4N4S as an isolated structure.

Structure (ORCA input):
```
! wB97M-V def2-TZVPD RIJCOSX def2/J DEFGRID3
* xyz 0 1
S -2.9072 -0.0946 0.0559
N 2.4132 -0.4163 -0.0878
N -0.1467 -0.8037 -0.0902
N 0.6463 1.2511 0.0460
N -0.6613 1.2164 -0.0887
C 1.0086 0.0011 -0.0280
C -1.1058 -0.0129 -0.1082
H -1.2627 2.0225 -0.4521
H 2.2455 -1.6455 -0.1857
H -3.1315 -1.5379 -0.0895
H 2.9015 0.0198 1.0282
*
```

Values from the calculation:
**M**: 116.15 u
**Highest occupied orbital energy**: -8.836 eV
**HOMO-LUMO gap**: 9.40 eV

=====

Least stable: w